This record from the OMol25 dataset describes a 7-piece molecular cluster, C33H81F3N12O13P4 overall. The level of theory is wB97M-V/def2-TZVPD.

The geometry in XYZ format:
```
146
Properties=species:S:1:pos:R:3:forces:R:3
N 15.960943 -9.524606 24.061481 -0.3 0.8 0.3
C 16.208835 -9.406358 27.306369 0.2 0.4 -1.3
H 7.628740 2.820125 22.137848 -0.6 0.2 0.0
H 6.160915 1.733480 17.781591 -0.1 0.0 -0.3
H 4.646957 -6.871663 29.288640 -0.3 0.7 0.4
H 3.154691 -6.291426 28.382720 0.4 0.4 -0.1
H 8.695167 -13.197014 20.814947 0.0 0.1 -0.3
H 3.052351 -9.478002 25.087895 -1.1 0.1 -0.3
O 5.929757 -8.101976 25.020028 -0.3 -0.1 1.2
H 6.527041 -12.471292 21.883610 0.5 -0.1 -0.8
H 4.994472 -11.125874 25.494624 0.2 -0.8 -0.2
H 10.007965 -11.296317 25.415335 -0.5 -0.8 -0.1
H 8.139146 -8.608499 25.958765 -0.1 0.3 0.0
C 7.029997 -9.695859 21.370331 -0.5 0.0 -0.2
H 3.710506 -11.540052 26.657567 0.2 -0.3 0.1
H 7.881019 -12.559550 23.043449 0.1 0.1 -0.3
C 7.776523 2.640238 21.073000 -0.4 -1.7 -1.4
H 2.205555 -9.933450 26.654098 0.1 -0.2 -0.2
H 7.337157 -8.731396 29.437678 0.2 -0.4 0.1
H 17.664089 -10.563832 24.463503 0.6 -0.4 -0.4
O 8.579652 -0.129719 19.619698 -1.7 0.2 0.9
H 12.415421 -8.000339 22.301398 0.1 -0.2 -0.4
H 5.397532 -11.320644 27.232670 0.0 0.0 -0.1
C 4.005889 -6.971614 28.412777 0.7 -1.2 -0.2
H 5.177723 -5.413463 25.747054 -0.2 0.0 0.1
C 5.341522 2.282835 20.575286 0.9 -0.7 -0.7
O 2.996150 -4.952863 23.030298 -1.0 0.8 0.5
C 5.824803 -1.590479 18.257116 0.4 0.9 0.4
H 16.498385 -9.107771 28.313885 0.3 0.0 -0.2
C 15.231112 -10.263348 23.004680 -0.9 0.6 1.2
H 11.794337 -12.168441 19.335312 -0.5 -0.5 0.3
P 5.476599 -8.371136 26.425852 0.1 0.4 1.8
C 9.714053 -13.043153 20.459562 0.0 1.3 0.9
H 4.731970 -1.779155 21.544327 -0.3 0.0 -0.1
O 13.474732 -8.426644 20.546152 1.0 -4.0 5.3
C 2.751242 -6.315957 23.138674 1.5 -1.4 -2.5
P 9.631106 -10.587336 21.850779 0.4 -0.6 0.4
O 13.883581 -8.632137 18.480119 0.8 0.3 -1.9
C 12.593900 -7.587816 24.962890 1.2 0.2 0.1
O 15.473644 -6.852361 24.164283 -0.6 -2.1 1.9
H 8.281676 -1.722358 21.753663 0.0 0.1 -0.1
H 6.638509 -1.828841 17.572168 -0.2 -0.6 -0.2
H 13.951957 -10.499816 25.775127 0.3 -0.4 0.4
P 15.311618 -8.157823 24.929375 -0.4 -0.3 -0.9
H 5.630089 -8.825351 29.362155 -0.2 0.2 -0.7
C 13.217021 -9.736803 26.031622 1.6 -0.9 -1.3
H 3.562929 -7.956780 28.558820 0.0 -0.2 -0.3
C 11.310153 -11.296372 19.774827 0.5 0.6 0.3
H 15.662324 -11.260858 22.920334 0.3 0.2 -0.5
H 12.123268 -10.842997 20.341747 -0.1 0.3 0.2
H 4.415390 -7.792122 22.769060 -0.4 0.0 0.9
H 9.816074 -13.359332 19.421418 -0.1 0.2 0.1
O 4.952272 -5.889033 22.588491 0.1 1.2 -0.1
O 4.880275 -3.661057 22.854491 -1.2 -1.3 0.5
H 4.561234 1.683746 20.105877 0.4 -0.7 0.2
H 11.956514 -12.488393 22.644029 -0.4 0.3 -0.5
N 4.314054 -9.599749 26.648975 -0.6 2.4 1.2
H 7.938702 -4.916494 22.705286 0.2 0.4 0.5
H 6.322036 -10.065477 20.628529 0.3 -0.4 -0.5
C 13.513187 -7.955628 19.379625 0.0 -1.9 -1.9
F 12.397451 -5.345120 20.934102 -0.1 1.2 0.3
C 9.563051 -6.064661 23.621198 -2.6 -1.3 -1.1
H 17.555717 -6.899213 26.563459 0.6 0.6 0.3
H 8.311877 -10.056236 26.784651 0.5 -0.3 0.6
C 5.422277 -5.676476 26.776185 0.3 -1.3 0.8
H 13.234991 -9.666561 27.119211 -0.6 0.4 0.0
N 10.117171 -11.593712 20.606171 0.8 -1.1 -0.9
H 3.820198 -7.134384 21.361233 -0.3 0.9 -0.4
H 7.480891 -8.797914 20.947846 0.7 -0.4 0.0
N 4.870406 -6.973813 27.231136 -1.2 -1.2 -1.7
H 8.872159 -8.487905 27.533224 -0.2 -0.1 0.4
C 17.435212 -9.690461 23.852820 -1.0 0.0 1.5
H 8.710116 2.080039 21.021065 0.2 0.3 -0.3
H 12.345180 -10.206139 25.575860 -0.6 0.6 0.5
C 12.226945 -6.623544 20.594115 -0.2 0.3 0.7
H 5.052929 -4.951428 27.501431 0.3 0.3 -0.3
H 5.854232 -2.234041 19.136352 0.2 0.1 0.0
H 11.803771 -12.369253 24.330551 -0.3 0.3 0.3
H 7.679247 -0.534802 22.901221 0.1 -0.5 0.8
H 16.795574 -7.052475 28.113666 -0.5 -0.2 0.0
H 8.504368 -10.796692 24.487005 0.2 -0.3 -0.1
H 9.994292 -9.845031 24.630279 -0.6 0.8 0.4
C 11.646694 -11.789503 23.420985 -1.0 0.6 -0.1
O 12.954206 -6.806026 19.405912 -2.1 3.7 -2.4
N 6.748934 -8.865900 27.453378 -1.4 0.3 0.1
N 6.750094 1.764946 20.396254 -0.4 -0.1 -0.3
H 14.203891 -10.465147 23.308338 0.0 0.2 0.3
C 3.977012 -6.862871 22.405165 0.4 -2.2 0.0
C 2.935150 -9.294945 26.156009 1.7 0.0 0.1
H 7.831109 3.542601 20.464008 0.3 0.3 0.5
H 18.013618 -8.881745 24.299520 -0.1 0.3 -0.3
P 7.129688 0.100354 19.929376 -1.2 1.7 1.0
C 12.987944 -7.529392 21.502315 0.0 0.9 0.5
H 13.790870 -6.894454 21.876847 0.3 -0.3 0.5
H 5.250485 0.446552 16.870040 -0.2 0.6 -0.1
O 8.016944 -4.975155 24.849373 -0.1 0.9 0.8
H 16.973181 -9.984005 26.786542 0.3 -0.3 0.6
C 16.584045 -7.007671 27.045323 1.7 1.6 -0.9
O 9.950875 -6.021786 24.966625 1.0 -0.5 -0.7
C 8.093244 -9.005137 26.972999 0.0 -0.4 -1.4
C 4.318001 -4.725115 22.862308 1.8 0.9 -0.8
C 7.381051 -1.349755 22.241659 0.2 0.4 -0.5
H 12.291174 -10.910448 23.421721 0.3 -0.2 0.0
H 15.351912 -10.069403 27.425348 -0.2 0.4 -0.3
C 9.592726 -10.851330 24.511090 1.4 1.6 0.8
H 15.112738 -9.695443 22.081877 0.6 -0.3 -0.3
H 6.498627 -5.821274 26.868874 0.2 0.9 -0.1
C 4.642822 -10.992936 26.517745 0.2 0.3 -0.5
C 6.530207 -9.207379 28.880561 0.2 0.5 -0.6
C 5.053959 -0.745043 21.666946 0.1 -1.5 0.2
N 10.234945 -11.318860 23.323906 -1.1 -1.6 -2.7
C 6.140557 0.696103 17.447619 -0.6 -0.5 0.5
H 6.483009 -11.533109 23.254478 0.2 0.6 0.4
H 2.677933 -8.256880 26.366608 0.1 -0.1 -0.2
O 9.052465 -5.080580 26.853967 0.5 -1.0 -2.6
H 10.346583 -13.677837 21.080199 0.2 -0.1 0.0
H 9.574907 -7.068793 23.197323 0.9 -0.3 0.4
F 2.770894 -6.711180 24.395736 -0.3 -0.1 2.0
C 7.199837 -11.891899 22.515876 0.3 0.8 0.1
N 6.483543 -0.744528 21.269251 -0.3 0.2 -1.9
H 4.276376 -0.146219 21.192732 0.9 0.4 -0.6
H 11.700505 -7.997643 24.491737 -0.1 -0.5 0.4
H 6.966542 0.487148 16.767766 0.5 -0.1 0.3
N 16.030146 -8.175616 26.471840 -1.7 -1.9 -0.2
F 10.209579 -5.235998 22.821726 2.5 1.1 -0.6
H 5.164767 3.205474 20.022482 0.6 0.6 0.3
H 1.866773 -6.726468 22.651536 -0.5 1.0 0.1
H 17.694507 -9.847928 22.805880 -0.1 0.2 0.1
C 8.130438 -5.560484 23.563546 -0.4 -1.4 1.2
H 4.841603 -1.715610 17.803504 0.1 0.1 -0.2
N 7.933075 -10.767616 21.844853 -0.3 0.0 1.1
H 5.100622 2.403051 21.631513 0.0 0.1 0.0
H 12.363242 -7.027694 25.869065 -0.4 -0.1 0.0
H 16.066143 -6.084941 26.783707 -0.4 -0.1 0.2
H 12.956709 -6.854181 24.242996 0.3 0.0 0.1
O 10.112093 -9.170522 21.702134 -0.7 -1.2 -0.1
N 13.655782 -8.593238 25.256558 0.0 1.4 -1.4
H 4.901716 -0.601088 22.736626 0.5 0.4 0.2
H 6.480494 -10.284793 29.038102 0.4 -0.2 0.1
H 11.154231 -6.816519 20.581977 0.0 -0.2 -0.9
C 9.045636 -5.353705 25.662408 -2.1 1.9 2.3
H 7.407554 -6.376238 23.554393 0.0 -0.1 -0.2
H 6.899939 -2.199702 22.725625 0.0 0.3 0.3
N 6.032833 -0.173299 18.631501 0.7 0.0 1.2
H 11.111251 -10.641690 18.926342 -0.3 0.2 0.1
H 6.316913 -9.295960 22.091223 0.4 -0.2 1.0
```
Forces are in eV/Å.

Output
E = -125343.3018 eV
HOMO energy = -0.281 Eh
relative energy (zero: lowest compared OMol25 entry of this formula, charge and spin) = 92.68 kcal/mol
net charge = 0
SMILES = CN(C)P(=O)(N(C)C)N(C)C.CN(C)P(=O)(N(C)C)N(C)C.CN(C)P(=O)(N(C)C)N(C)C.CN(C)P(=O)(N(C)C)N(C)C.O=C1OC[C@@H](F)O1.O=C1OC[C@@H](F)O1.O=C1OC[C@@H](F)O1

Atom charges from the Mulliken analysis, given in e for atoms 1 to 5:
1. N 0.404
2. C -0.817
3. H 0.302
4. H 0.291
5. H 0.400